The following is a quantum chemistry calculation of a molecular structure, C47H47BGeN7PdS2 at a distorted geometry, from the OMol25 dataset.

The net charge is -1. Its HOMO energy (alpha / beta) is -0.147 / -0.147 Ha. As for the gap between HOMO and LUMO (alpha / beta): 0.2095 / 0.2094 hartree. As for the energy: -142272.8366 eV. The calculation puts the energy above the lowest of the compared OMol25 structures with the same formula, charge and spin at 512.2 kJ/mol. The calculation puts the LUMO energy (alpha / beta) at 1.71 / 1.71 eV.

```
106
Properties=species:S:1:pos:R:3:forces:R:3:mulliken_charge:R:1
Pd 0.8535 0.3826 -1.0274 0.83 -0.57 0.80 -0.68
N -2.1473 2.8466 0.3108 -0.11 -0.07 -0.13 0.96
C -1.5256 3.8965 0.9490 0.06 0.10 0.00 0.92
C -2.0090 5.0344 1.5829 -0.01 0.04 -0.04 -1.14
C -1.0684 5.9133 2.0925 -0.02 -0.06 0.06 -0.50
C 0.3044 5.6512 1.9914 0.06 0.01 -0.08 -0.61
C 0.7797 4.5197 1.3521 -0.01 -0.07 0.04 -1.04
C -0.1509 3.6295 0.8221 -0.26 -0.07 -0.02 -0.23
N 0.0287 2.4387 0.1364 -0.04 0.92 0.67 0.64
C -1.1652 2.0086 -0.1642 -0.36 0.03 -0.16 -1.51
C -1.6129 0.9170 -2.3574 -0.36 0.10 0.01 -1.00
C -2.4438 1.8381 -2.9246 -0.09 0.13 -0.06 -0.33
S -2.2683 1.8632 -4.6290 0.10 -0.10 0.12 -0.30
C -1.1169 0.5914 -4.4912 -0.21 0.16 -0.04 -0.30
N -0.8877 0.1931 -3.2869 -0.13 -0.23 0.01 0.24
H -3.1371 2.6987 0.2054 0.00 -0.02 0.02 0.25
H -3.0700 5.2378 1.6618 0.01 0.00 -0.01 0.44
H -1.3969 6.8249 2.5756 -0.02 -0.02 0.03 0.38
H 1.0069 6.3633 2.4059 0.00 0.00 -0.01 0.41
H 1.8397 4.3232 1.2496 -0.01 0.02 0.00 0.50
H -3.1213 2.5249 -2.4422 0.07 -0.02 0.06 0.36
H -0.6199 0.1991 -5.3677 -0.01 -0.06 0.06 0.42
C -1.3831 0.7208 -0.8822 1.65 0.29 -0.33 1.38
Ge -2.6182 -0.4809 0.0807 0.15 -0.05 0.04 0.99
C -2.2849 -0.2777 1.9986 -0.31 -0.38 -0.21 0.60
C -3.1744 -0.7261 2.9806 0.17 0.12 -0.01 0.19
C -2.8520 -0.4918 4.3202 -0.12 -0.56 0.07 -0.93
C -1.6733 0.1021 4.6942 0.54 0.64 -0.21 -1.00
C -0.6778 0.5511 3.7338 -4.42 0.76 -0.46 0.48
C -1.1347 0.3642 2.3767 0.46 0.14 0.48 -0.85
C -2.4626 -2.3145 -0.5586 0.09 0.07 0.04 0.09
C -2.4587 -2.6064 -1.9225 -0.16 0.05 0.10 -0.15
C -2.3155 -3.9132 -2.3633 -0.08 -0.06 -0.02 -0.85
C -2.1546 -4.9443 -1.4484 0.01 0.09 0.07 -0.62
C -2.1341 -4.6621 -0.0891 0.01 -0.03 -0.02 -0.50
C -2.2932 -3.3557 0.3515 -0.04 0.11 0.02 -0.02
C -4.5111 0.0713 -0.1377 0.19 0.18 -0.05 0.10
C -5.3070 -0.3765 -1.1931 0.07 0.02 0.11 -0.39
C -6.6363 0.0130 -1.2949 -0.05 0.00 -0.06 -0.72
C -7.1855 0.8825 -0.3615 0.07 0.01 0.08 -0.53
C -6.4031 1.3514 0.6862 0.02 0.03 -0.12 -0.90
C -5.0790 0.9417 0.7970 -0.05 -0.05 -0.03 -0.22
H -4.1013 -1.2162 2.7066 -0.03 0.02 0.07 0.52
H -3.5605 -0.7924 5.0861 0.07 -0.02 0.03 0.37
H -1.4646 0.2571 5.7486 -0.12 0.08 0.01 0.46
H -0.4353 1.5993 3.9089 1.27 -0.30 0.20 0.44
H -0.4646 0.7266 1.6140 0.03 -0.05 -0.05 -0.47
H -2.5485 -1.8006 -2.6435 0.05 -0.06 -0.04 0.13
H -2.2946 -4.1274 -3.4253 -0.01 0.02 0.01 0.40
H -2.0198 -5.9624 -1.7918 0.02 0.01 -0.02 0.37
H -1.9730 -5.4592 0.6274 -0.03 0.00 0.00 0.38
H -2.2718 -3.1288 1.4139 0.03 -0.07 -0.01 0.30
H -4.8798 -1.0494 -1.9285 -0.08 -0.02 -0.01 0.33
H -7.2525 -0.3646 -2.1026 0.04 0.02 -0.02 0.42
H -8.2207 1.1907 -0.4419 0.00 -0.01 -0.03 0.37
H -6.8239 2.0406 1.4089 0.01 -0.05 0.04 0.41
H -4.4852 1.2702 1.6448 -0.03 0.05 -0.02 0.39
C 0.8194 -1.5135 4.5185 0.03 0.74 0.09 -0.86
C 0.9777 -0.2432 3.8475 3.84 -2.24 -0.25 0.00
C 1.4798 -0.3783 2.5024 -0.08 0.56 0.54 -1.05
C 1.1092 -1.4609 1.7149 -0.08 -0.04 -0.37 -0.14
C 0.6031 -2.5928 2.3858 -0.38 0.27 0.15 -0.22
C 0.5787 -2.6330 3.7864 -0.18 -0.36 -0.15 -1.28
N 1.1905 -1.3630 0.3381 -0.39 0.37 -1.13 1.73
C 1.2147 -2.4878 -0.4816 -0.10 -0.08 0.29 2.54
C 0.8360 -2.3030 -1.8197 -0.10 -0.15 -0.08 0.18
C 0.8569 -3.3263 -2.7414 0.11 -0.03 0.08 -0.94
C 1.2397 -4.6115 -2.3580 -0.01 0.05 -0.10 -1.04
C 1.6449 -4.8151 -1.0486 0.13 0.04 0.05 -1.25
C 1.6632 -3.7743 -0.1254 -0.05 0.06 -0.04 -1.01
H 0.7975 -1.5308 5.6021 -0.16 -0.04 0.00 0.37
H 1.5870 0.4375 4.4350 -0.62 0.54 0.09 0.56
H 1.9121 0.4868 2.0084 -0.08 0.04 -0.07 0.26
H 0.2202 -3.4266 1.8158 0.11 -0.04 0.04 0.88
H 0.3525 -3.5685 4.2883 -0.06 0.00 -0.04 0.39
H 0.5422 -1.2780 -2.0807 -0.18 -0.95 -0.52 0.37
H 0.5778 -3.1188 -3.7693 -0.07 -0.02 0.04 0.45
H 1.2122 -5.4314 -3.0660 0.06 0.00 0.01 0.38
H 1.9675 -5.8024 -0.7333 0.01 0.02 0.01 0.36
H 2.0427 -3.9588 0.8713 -0.05 -0.06 -0.01 0.44
C 4.3611 2.2983 -1.3936 0.09 0.03 0.03 -0.72
N 5.1706 1.1608 -0.9650 -0.26 -0.06 -0.17 0.20
C 6.5439 1.2371 -1.4525 0.01 0.01 0.15 -1.16
C 4.5723 -0.0864 -1.0319 0.15 0.12 0.17 0.56
S 3.2256 -0.4009 -1.9875 -0.06 0.26 -0.07 -0.31
N 5.1874 -1.0484 -0.3125 -0.19 0.08 0.08 0.16
C 6.0108 -0.7384 0.8452 0.11 -0.01 -0.06 -1.22
C 4.7640 -2.4372 -0.3830 0.08 -0.06 -0.04 -1.21
H 4.7964 3.2071 -0.9737 0.05 -0.02 -0.03 0.33
H 3.3469 2.1861 -1.0269 -0.03 0.05 0.02 -0.25
H 4.3149 2.3913 -2.4824 -0.03 -0.03 0.00 0.49
H 6.5549 1.3493 -2.5432 -0.02 0.03 0.01 0.33
H 7.0963 0.3368 -1.1969 0.03 0.02 0.02 0.41
H 7.0421 2.0994 -1.0070 0.02 -0.01 -0.02 0.33
H 6.0687 0.3358 0.9834 0.00 0.00 0.02 0.42
H 7.0191 -1.1456 0.7268 0.00 0.01 0.02 0.34
H 5.5605 -1.1848 1.7355 -0.03 -0.04 -0.04 0.35
H 4.2398 -2.6177 -1.3149 -0.03 -0.02 0.00 0.34
H 4.0902 -2.6819 0.4401 -0.01 0.06 0.01 0.35
H 5.6483 -3.0770 -0.3254 0.01 0.02 0.04 0.39
B 1.6604 4.3926 -3.6587 0.04 0.12 -0.08 0.50
C 1.3880 3.0354 -2.9048 -0.02 -0.10 -0.14 -0.09
N 1.1991 2.0259 -2.3830 -0.57 -0.40 0.42 -0.94
H 2.6595 4.8987 -3.1806 0.01 -0.02 0.03 -0.19
H 0.6894 5.1067 -3.5040 0.00 0.00 0.01 -0.18
H 1.8281 4.1228 -4.8326 0.00 0.02 -0.01 -0.19
```
Positions in Å, forces in eV/Å.